{
  "formula": "C43H72O36",
  "method": "wB97M-V/def2-TZVPD",
  "elements": ["C", "C", "C", "O", "C", "O", "O", "H", "H", "H", "H", "H", "H", "C", "C", "C", "O", "C", "O", "O", "H", "H", "H", "H", "H", "H", "C", "C", "C", "O", "C", "O", "O", "H", "H", "H", "H", "H", "H", "C", "C", "C", "O", "C", "O", "O", "H", "H", "H", "H", "H", "H", "C", "C", "C", "O", "C", "O", "O", "H", "H", "H", "H", "H", "H", "C", "C", "C", "O", "C", "O", "O", "H", "H", "H", "H", "H", "H", "C", "C", "C", "O", "C", "O", "O", "H", "H", "H", "H", "H", "H", "C", "O", "C", "O", "O", "C", "H", "H", "H", "H", "H", "H", "C", "O", "C", "O", "O", "C", "H", "H", "H", "H", "H", "H", "C", "O", "C", "O", "O", "C", "H", "H", "H", "H", "H", "H", "C", "O", "C", "O", "O", "C", "H", "H", "H", "H", "H", "H", "C", "O", "C", "O", "O", "C", "H", "H", "H", "H", "H", "H"],
  "xyz": [[-6.4348, 18.4194, -3.4740], [-5.9109, 19.6580, -4.2527], [-4.9869, 19.2708, -5.3862], [-5.2466, 20.1767, -6.4055], [-6.4750, 20.7843, -6.0832], [-6.9994, 21.6833, -6.7039], [-6.9373, 20.3159, -4.8957], [-6.5691, 17.5385, -4.1017], [-7.4362, 18.6478, -3.1089], [-5.8638, 18.1973, -2.5725], [-5.4190, 20.2922, -3.5151], [-5.1667, 18.2347, -5.6730], [-4.0021, 19.3949, -4.9358], [-9.8241, 18.7689, -5.6379], [-10.3784, 20.2401, -6.0002], [-11.2884, 20.1740, -7.2187], [-12.4919, 20.7379, -6.6881], [-12.3853, 21.0520, -5.4048], [-13.1991, 21.7322, -4.7163], [-11.1926, 20.6686, -4.9745], [-10.6070, 18.0506, -5.3945], [-9.1485, 18.8286, -4.7846], [-9.1766, 18.2936, -6.3747], [-9.5085, 20.8629, -6.2087], [-11.2677, 19.1691, -7.6405], [-10.8347, 20.8350, -7.9571], [-9.2001, 15.5604, -9.5348], [-10.2971, 15.9731, -10.5052], [-11.6686, 15.3741, -10.2656], [-12.4096, 16.4725, -9.8186], [-11.7423, 17.6603, -9.8991], [-12.2078, 18.7844, -9.7405], [-10.4853, 17.3796, -10.4122], [-9.1546, 14.4879, -9.7241], [-9.5090, 15.7064, -8.4997], [-8.2813, 16.0217, -9.8969], [-10.0082, 15.8343, -11.5470], [-11.6145, 14.6072, -9.4929], [-12.0095, 15.1036, -11.2650], [-15.6402, 22.7503, -7.9510], [-14.5914, 23.5524, -8.7717], [-13.2568, 23.7116, -8.0505], [-12.3373, 23.2443, -8.9964], [-12.9858, 22.7343, -10.0348], [-12.3683, 22.3388, -11.0295], [-14.2744, 22.8479, -9.9678], [-15.7380, 23.2142, -6.9695], [-15.2384, 21.7372, -7.9633], [-16.6391, 22.7736, -8.3866], [-14.8063, 24.5937, -9.0117], [-13.3873, 23.0864, -7.1672], [-12.9771, 24.7078, -7.7078], [-2.9975, 16.7680, -8.4111], [-4.2179, 16.3367, -9.1827], [-5.0509, 15.3179, -8.4489], [-6.3224, 15.9428, -8.3493], [-6.2711, 17.2395, -8.6691], [-7.1879, 18.0734, -8.4403], [-5.0491, 17.4656, -9.3310], [-2.3966, 15.9237, -8.0732], [-3.2258, 17.3460, -7.5156], [-2.4726, 17.4316, -9.0982], [-3.9386, 15.9170, -10.1491], [-4.6077, 15.0411, -7.4923], [-5.1145, 14.3555, -8.9567], [-16.7386, 19.6702, -2.9652], [-16.5907, 21.1497, -2.9166], [-16.1641, 21.8501, -4.2223], [-17.3674, 22.6691, -4.5452], [-18.2682, 22.5767, -3.5358], [-19.4317, 22.9692, -3.4943], [-17.8728, 21.6650, -2.6856], [-15.9265, 19.2194, -3.5356], [-17.5706, 19.2478, -3.5286], [-16.6616, 19.2333, -1.9696], [-15.9090, 21.4137, -2.1081], [-16.0009, 21.1014, -4.9975], [-15.2786, 22.4648, -4.0607], [-10.8581, 19.1274, 0.1620], [-10.4101, 19.6730, -1.1350], [-11.1641, 20.9952, -1.4622], [-10.1916, 21.9376, -1.7629], [-8.9947, 21.5279, -1.4136], [-8.0003, 22.2321, -1.4377], [-9.0246, 20.1717, -1.1479], [-10.4940, 19.6143, 1.0667], [-10.2768, 18.2136, 0.2854], [-11.9172, 18.8705, 0.1792], [-10.6174, 18.9800, -1.9504], [-11.8340, 21.2312, -0.6353], [-11.7808, 20.9638, -2.3604], [-11.7347, 27.9412, -5.4786], [-10.5335, 27.1899, -5.4201], [-10.5880, 25.8077, -5.3606], [-11.5371, 25.1011, -5.5737], [-9.3512, 25.3929, -5.1065], [-9.0870, 24.0314, -4.8597], [-12.5376, 27.4260, -4.9513], [-12.0670, 28.1110, -6.5027], [-11.6243, 28.8363, -4.8665], [-9.9479, 23.3938, -4.6588], [-8.4928, 23.8856, -3.9576], [-8.5639, 23.6633, -5.7423], [-9.1166, 21.0390, -11.1228], [-8.5226, 21.8810, -10.1482], [-7.9056, 23.0838, -10.4722], [-7.4358, 23.3325, -11.5900], [-8.0948, 24.0140, -9.5075], [-8.9910, 23.7640, -8.5257], [-9.8442, 21.6090, -11.7005], [-9.6413, 20.1763, -10.7123], [-8.3880, 20.5878, -11.7963], [-10.0238, 23.6001, -8.8332], [-8.9432, 24.6019, -7.8302], [-8.6620, 22.9037, -7.9428], [-8.9878, 15.4576, -4.6317], [-9.3210, 14.4842, -5.6298], [-8.8711, 13.2457, -5.6021], [-9.3665, 12.3307, -6.2861], [-7.8893, 13.0808, -4.7124], [-6.9461, 12.0233, -4.8539], [-8.1149, 16.0377, -4.9310], [-8.9010, 15.0551, -3.6225], [-9.8592, 16.1103, -4.6848], [-6.3413, 12.1193, -5.7556], [-7.4045, 11.0542, -5.0510], [-6.3774, 12.1714, -3.9359], [-12.4403, 24.6424, -2.3903], [-12.4367, 25.9984, -2.6452], [-13.2474, 26.6799, -1.8535], [-14.1380, 26.2573, -1.0895], [-13.1565, 27.9536, -2.2328], [-14.1700, 28.8993, -1.7288], [-13.3802, 24.1583, -2.1253], [-11.7745, 24.4338, -1.5529], [-12.1297, 24.0858, -3.2745], [-14.5237, 29.4212, -2.6180], [-13.7286, 29.6966, -1.1308], [-14.9789, 28.4928, -1.1217], [-13.4792, 17.4013, -3.6788], [-14.3292, 17.9022, -4.6200], [-13.9729, 17.8317, -5.9823], [-12.8465, 17.5300, -6.3267], [-15.0167, 18.2669, -6.6771], [-14.8738, 18.3645, -8.0173], [-13.4555, 18.0911, -2.8352], [-12.4120, 17.2396, -3.8306], [-13.9974, 16.4935, -3.3697], [-14.4615, 17.4318, -8.4023], [-14.1580, 19.1608, -8.2213], [-15.6924, 18.5790, -8.7043]],
  "atomic_forces_ev_per_a": [[-0.63, 0.71, -0.08], [0.36, -2.48, 1.66], [0.82, -0.55, 1.64], [-1.92, 1.28, -0.06], [0.20, 1.79, -1.09], [1.01, -2.15, 0.90], [-0.91, 0.98, -1.25], [0.36, -0.02, -0.08], [-0.07, 0.22, 0.11], [0.29, -0.06, -0.29], [-0.09, 0.47, -0.20], [0.08, 0.01, -0.38], [0.46, -0.18, -0.84], [0.14, 1.16, 0.42], [2.05, -3.99, -1.05], [1.85, 0.71, 0.26], [-1.64, -0.30, -0.96], [-1.74, 2.76, 1.58], [2.66, -2.97, -2.50], [-0.15, 0.87, 2.31], [-0.34, 0.36, -0.17], [-0.17, 0.27, 0.33], [-0.23, 0.43, -0.69], [-0.18, 0.44, 0.58], [-1.25, 0.20, 0.27], [-0.72, 0.18, -0.32], [-0.87, -0.75, -1.50], [1.17, 0.51, 0.10], [1.07, 0.47, -0.57], [-1.30, 1.59, 1.12], [0.05, 1.06, -1.66], [1.29, -3.24, -0.01], [-1.60, 1.41, 1.03], [0.51, -0.28, 0.36], [0.40, 0.34, -0.03], [-0.07, 0.02, 0.73], [0.32, -0.36, 0.11], [-0.45, -0.18, -0.33], [-0.67, -0.70, 0.47], [0.64, 1.18, -1.01], [-1.00, 1.11, 0.93], [-0.97, -0.59, 1.26], [0.77, -0.32, 0.71], [3.67, -0.82, -4.38], [-1.53, 0.38, 2.30], [-1.37, 0.05, 0.43], [0.21, -0.38, 0.19], [-0.25, -0.10, 0.56], [0.15, -0.08, -0.25], [-1.19, -0.23, -0.49], [1.06, -0.26, 0.17], [-0.19, 0.00, -0.29], [0.36, 0.34, -0.33], [0.75, -0.47, 0.44], [0.08, -0.71, -0.08], [-0.61, -0.30, 0.97], [-1.58, 2.93, -0.19], [4.11, -3.43, -1.06], [-2.49, 0.68, 0.71], [0.19, -0.03, -0.39], [-0.41, 0.01, -0.05], [0.57, -0.10, 0.34], [-0.01, 0.44, -0.22], [-0.39, 0.53, 0.48], [-0.47, 0.21, -0.37], [1.17, -1.63, -0.49], [0.19, 0.06, -0.64], [-1.17, 0.13, 0.45], [0.95, 0.30, 0.22], [-3.16, -0.73, -1.33], [2.94, 0.41, -0.58], [-0.04, 0.01, 2.40], [0.53, 0.20, 0.16], [-0.57, 0.62, 0.34], [-0.42, -0.02, 0.00], [-0.13, 0.19, 0.13], [-0.05, 0.41, -0.26], [-0.36, 0.14, -0.40], [1.53, -1.78, 1.02], [-0.34, 2.78, -1.06], [-1.35, -1.26, -0.77], [-0.20, 1.48, 0.44], [2.41, 0.12, -0.40], [-1.76, -1.79, 0.27], [-0.35, -0.09, 0.31], [-0.57, 0.98, -0.25], [-0.38, -0.69, -0.05], [0.07, 0.24, 0.02], [0.71, -0.21, -0.01], [0.36, 0.67, 0.22], [-0.15, -0.43, 0.03], [-1.07, -0.65, 0.66], [0.44, -1.60, 0.25], [0.21, 1.25, -0.47], [-0.20, 0.36, 0.16], [-0.24, 1.02, 0.58], [0.13, -1.33, -0.16], [-0.03, -0.39, -0.18], [0.29, 0.25, 0.02], [0.50, 0.19, -0.55], [-0.51, 0.41, -0.40], [0.36, 0.60, -0.14], [0.10, -0.27, 0.27], [0.11, -0.02, -1.48], [0.73, 1.20, 1.08], [-1.41, -0.50, -3.13], [-0.69, -0.63, 3.33], [2.21, -0.26, -3.10], [-1.27, -0.81, 3.02], [0.05, 0.01, -0.03], [0.08, 0.44, 0.90], [0.31, 0.37, -0.07], [0.14, 0.12, -0.37], [-0.11, 0.24, -0.20], [-0.21, -0.17, 0.06], [-0.56, 0.38, -0.25], [-0.34, -0.12, -0.14], [-1.17, -2.90, -1.26], [1.59, 2.54, 1.45], [0.01, 0.71, -0.30], [-0.16, -0.18, -0.37], [0.11, -0.24, 0.08], [0.15, -0.18, -0.23], [0.19, 0.13, 0.25], [0.27, 0.72, 0.08], [-0.32, -0.03, 0.90], [0.22, -0.85, -0.30], [0.61, -2.92, 0.36], [-0.33, 0.70, 0.34], [-3.85, 0.32, 0.61], [2.89, 0.49, -1.44], [-0.54, 1.13, 0.98], [0.50, 0.39, -0.39], [-0.48, 0.82, 0.03], [0.24, -0.11, -0.09], [0.39, 0.44, -0.08], [-0.29, -0.36, -0.02], [0.63, -0.37, 0.10], [0.25, -0.60, -0.46], [0.44, -0.97, 2.39], [-0.57, 1.19, -4.15], [0.98, 0.57, 2.07], [-1.72, 0.15, -0.26], [-1.01, -0.54, 3.34], [2.31, 0.05, -3.77], [-0.44, 0.16, 0.15], [-0.17, -0.16, -1.20], [0.72, -0.36, 0.54], [0.27, 0.04, -0.14], [0.24, -0.13, -0.23], [-1.00, 0.04, 1.29]],
  "mulliken_charge": [-0.91, 0.54, -0.34, -0.34, 0.27, -0.54, -0.02, 0.13, -0.07, 0.47, 0.32, 0.06, 0.35, -0.84, 2.27, 1.12, 0.03, -0.38, -0.33, 0.11, -0.12, -0.07, 0.33, -1.13, -1.05, 0.04, -0.92, 0.18, -0.53, -0.36, 0.69, -0.48, -0.27, 0.42, 0.24, 0.02, 0.37, 0.33, 0.32, -1.11, 0.27, 0.66, -0.14, 0.43, -0.63, -0.34, 0.34, 0.07, 0.48, 0.38, -0.77, 0.30, -1.27, 0.52, -0.59, -0.18, 0.16, -0.22, -0.31, 0.41, 0.18, 0.38, 0.29, 0.26, 0.33, -1.20, 0.63, 0.45, -0.36, 0.57, -0.62, -0.38, 0.07, 0.37, 0.40, 0.22, 0.00, -0.09, -1.83, 1.14, -0.28, 0.01, 0.49, -0.61, -0.45, 0.39, 0.46, 0.41, 0.03, 0.31, -0.02, -0.64, -0.39, 0.70, -0.30, -0.38, 0.10, 0.20, 0.30, 0.29, -0.17, 0.35, 0.08, -0.55, -0.04, 0.49, -0.62, -0.41, 0.40, 0.33, 0.03, 0.35, 0.17, 0.18, -0.20, -0.02, -0.14, 0.60, -0.64, -0.32, -0.67, 0.07, 0.43, -0.11, 0.25, 0.31, 0.25, -0.77, -0.02, 0.72, -0.63, -0.29, -0.73, 0.41, 0.36, 0.00, 0.25, 0.28, 0.34, -0.55, -0.32, 0.64, -0.41, -0.31, -0.38, 0.20, 0.08, 0.38, 0.23, 0.01, 0.34],
  "charge": 0,
  "de_lowest_kj_mol": 505.1,
  "smiles": "C[C@H]1COC(=O)O1.C[C@H]1COC(=O)O1.C[C@H]1COC(=O)O1.C[C@H]1COC(=O)O1.C[C@H]1COC(=O)O1.C[C@H]1COC(=O)O1.C[C@H]1COC(=O)O1.COC(=O)OC.COC(=O)OC.COC(=O)OC.COC(=O)OC.COC(=O)OC",
  "e_tot_ev": -119465.3713,
  "homo_lumo_gap_ha": 0.35398
}